[1]
ORCA calculation (ωB97M-V with the def2-TZVPD basis set) on a 3-piece molecular cluster, C23H43NO9 overall.

The geometry in XYZ format:
```
76
Properties=species:S:1:pos:R:3:forces:R:3:mulliken_charge:R:1
C -1.81087 3.41622 -1.41880 0.227 0.340 -0.725 -1.2676
C -0.58984 3.85833 -0.60906 0.242 0.238 -0.242 -1.0891
C 0.64276 2.98869 -0.86816 0.009 0.242 -0.046 0.9415
C 1.34557 3.29154 -2.20729 -0.094 -0.112 0.015 -1.0035
C 1.14817 2.21854 -3.27501 0.131 0.166 0.089 -0.7871
N 1.73994 0.93389 -2.87721 -0.410 -0.305 -0.366 -0.0615
C 0.89693 -0.07088 -2.46234 0.174 0.048 0.164 0.3200
O -0.27165 0.06397 -2.21127 -0.171 -0.026 -0.238 -0.5320
O 1.50213 -1.28769 -2.33182 -0.040 0.272 0.031 -0.2902
C 2.71232 -1.37447 -1.54551 0.160 -0.242 -0.016 -0.8035
C 2.45863 -2.19642 -0.28292 0.198 0.122 0.113 -0.8391
C 2.25460 -1.31024 0.94627 -0.173 0.269 -0.255 -0.2414
C 1.11057 -0.29614 0.73711 0.069 -0.234 0.257 0.2592
C 0.28296 0.04535 1.99057 -0.004 0.063 -0.181 -0.4291
C -1.19253 0.35677 1.65864 0.081 0.199 0.008 -0.9977
C -1.70725 1.71442 2.17341 -0.175 -0.083 -0.140 -0.5137
C -2.67236 2.38945 1.19359 -0.070 -0.158 0.157 1.9845
C -3.61661 3.41002 1.83084 -0.002 -0.186 -0.156 -0.4926
C -4.81562 3.66408 0.93752 0.108 -0.002 -0.036 -0.5541
O -5.54319 4.77104 1.41992 -0.078 -0.029 0.113 -0.3384
C -6.73986 4.97747 0.71010 0.007 -0.004 -0.030 -0.7401
H -2.72880 3.85045 -1.01945 0.120 0.045 -0.242 0.0801
H -1.73350 3.73233 -2.46169 0.106 -0.032 -0.052 0.4241
H -1.90734 2.32920 -1.39960 -0.051 0.066 -0.161 0.2704
H -0.35381 4.90177 -0.83890 0.002 0.021 0.020 0.5747
H -0.83129 3.83228 0.45706 0.346 0.182 -0.151 0.3391
H 1.34951 3.13148 -0.04756 0.019 -0.006 -0.014 0.5711
H 0.33292 1.94331 -0.84366 0.035 0.023 0.066 -0.9437
H 2.41910 3.41631 -2.04916 0.011 -0.013 -0.003 0.3817
H 0.98132 4.24206 -2.60897 0.003 0.000 -0.005 0.3748
H 0.08917 2.07132 -3.48923 -0.007 -0.038 0.055 0.3301
H 1.63434 2.53492 -4.19984 -0.003 -0.042 0.005 0.4392
H 2.46268 0.58367 -3.48895 0.166 0.128 0.182 0.3011
H 3.05319 -0.37435 -1.27644 -0.001 0.025 -0.109 0.5563
H 3.47290 -1.83999 -2.17471 -0.082 -0.003 -0.058 0.5067
H 1.58199 -2.82622 -0.44998 0.017 -0.026 -0.028 0.3359
H 3.31485 -2.85681 -0.11813 -0.044 -0.035 -0.013 0.3586
H 2.05861 -1.92476 1.82299 0.032 -0.018 0.064 -0.1799
H 3.18775 -0.76241 1.10923 0.032 -0.099 0.260 0.3009
H 1.53574 0.63385 0.34955 -0.116 -0.089 -0.188 -0.2178
H 0.43396 -0.68617 -0.02630 -0.005 -0.012 0.106 0.0904
H 0.71788 0.92467 2.47131 0.086 -0.093 0.150 0.3405
H 0.34914 -0.77569 2.70446 0.008 -0.003 0.046 0.3507
H -1.32782 0.33600 0.57328 0.058 -0.015 -0.026 0.3480
H -1.82476 -0.43893 2.05882 -0.064 0.001 -0.097 0.4632
H -0.85075 2.37109 2.34660 -0.007 0.110 0.098 0.5033
H -2.21618 1.58436 3.13152 0.133 0.017 0.106 0.3566
H -2.09948 2.87326 0.39659 -0.838 -0.869 1.187 -2.4785
H -3.27449 1.61500 0.70311 -0.053 -0.062 0.070 0.5770
H -3.10959 4.36078 2.00653 0.054 0.032 0.096 0.2554
H -3.96997 3.02734 2.79107 0.000 0.143 0.077 0.3950
H -4.48564 3.84601 -0.09715 -0.129 0.036 0.067 0.3346
H -5.45673 2.77080 0.91802 -0.012 0.012 -0.022 0.3106
H -7.33880 4.06006 0.66286 0.001 -0.002 0.008 0.2954
H -7.31136 5.74026 1.23492 0.029 0.033 -0.014 0.2548
H -6.54309 5.31586 -0.31439 -0.009 -0.013 -0.012 0.2863
C 4.49801 -4.31989 5.14259 0.024 -0.032 0.036 -0.2914
C 3.70407 -5.46153 4.53279 0.046 -0.025 -0.015 -0.3145
O 2.39480 -4.89431 4.42449 0.004 -0.011 -0.010 -0.3270
C 2.50775 -3.54621 4.39609 -0.049 0.041 -0.021 0.6906
O 1.62091 -2.79668 4.14739 0.018 -0.035 0.013 -0.5466
O 3.77574 -3.17227 4.68506 0.012 -0.001 0.015 -0.3336
H 5.52604 -4.26235 4.79661 -0.019 0.045 -0.043 0.2864
H 4.47606 -4.33398 6.23330 0.003 -0.012 -0.002 0.2694
H 4.05454 -5.72439 3.53343 0.010 0.000 0.005 0.2572
H 3.66279 -6.35217 5.15314 -0.058 0.020 0.022 0.2785
C -0.10120 -5.19947 -3.17332 0.002 0.038 0.046 -0.3431
C 0.40569 -4.03732 -4.00558 -0.135 0.068 0.054 0.4783
O 1.50913 -4.62786 -4.70381 0.011 -0.009 -0.012 -0.3318
C 1.32307 -5.96753 -4.75516 0.020 0.002 0.020 0.6619
O 1.97789 -6.71927 -5.39976 -0.009 0.004 -0.005 -0.5273
O 0.28763 -6.33056 -3.96062 0.010 -0.010 -0.003 -0.3496
H -1.17820 -5.20542 -3.03256 -0.005 -0.048 -0.054 0.3212
H 0.39577 -5.26261 -2.20343 -0.002 0.012 0.001 0.2589
H -0.33239 -3.70177 -4.73649 0.003 -0.024 -0.011 0.2207
H 0.74544 -3.19145 -3.41653 0.086 -0.009 -0.022 -0.3698
```
Positions in Å, forces in eV/Å.

Output
SMILES   CCCCCNC(=O)OCCCCCCCCCCOC.O=C1OCCO1.O=C1OCCO1
Total energy   -1634.08272 hartree
E_LUMO   0.4 eV
Total charge   0
Gap between HOMO and LUMO   10.08 eV
F_max   0.0329 hartree/bohr
E_HOMO   -9.6425 eV

=====

[2]
ORCA calculation (ωB97M-V with the def2-TZVPD basis set) on C23H44CaCl3F5KN5O9 as an isolated structure.

The geometry in XYZ format:
```
91
Properties=species:S:1:pos:R:3:forces:R:3:mulliken_charge:R:1
N -1.08153 2.95767 3.57647 -0.166 0.027 -0.485 -0.6099
C -1.26951 2.80220 2.11881 0.613 -0.383 1.083 -0.9007
C -2.33345 1.78572 1.78096 0.614 0.350 -0.180 -0.5977
O -3.52529 2.30459 1.15266 -0.421 -0.743 0.388 -0.4066
C -4.45830 3.02776 1.93001 0.470 0.277 -0.214 -0.1250
C -4.90933 2.32474 3.18355 0.535 0.070 -0.597 -0.8348
C -5.58029 1.04610 2.83600 -1.047 0.918 1.637 0.5468
O -5.72913 0.68266 1.66374 -3.126 2.193 0.268 -0.8905
O -6.03547 0.31189 3.78471 0.589 0.192 -0.657 -0.1650
C -4.05650 4.46954 2.20970 -1.357 0.090 0.048 0.8315
F -3.40791 4.59445 3.37090 0.719 0.087 0.503 -0.3748
F -3.34535 4.94852 1.19954 0.790 0.319 -0.328 -0.2835
C -5.35118 5.32314 2.32921 0.158 -0.209 -0.248 0.1679
F -5.60134 5.88609 1.13950 -0.143 0.326 -0.730 -0.2362
F -5.20861 6.27978 3.23473 0.128 0.554 0.525 -0.2869
H -0.95439 3.93430 3.76784 0.190 0.343 0.328 0.3031
H -1.91563 2.68579 4.06607 -0.209 -0.025 0.337 0.1928
H -0.33168 2.42841 1.76041 0.541 -0.287 -0.494 0.4687
H -1.43232 3.73421 1.61334 -0.322 0.435 -0.341 0.2925
H -2.49957 1.18118 2.67891 -0.445 -0.114 0.265 0.4921
H -1.90032 1.11680 1.05611 0.022 -0.375 -0.597 0.3957
H -5.33357 3.14204 1.32047 -0.398 -0.186 -0.809 0.4995
H -5.59071 2.92190 3.75833 -0.444 0.376 0.362 0.7211
H -4.05683 2.14420 3.81303 0.356 -0.215 0.562 0.4152
H -5.68326 0.62489 4.62784 -0.466 -0.344 0.695 0.3391
H -6.21448 4.72586 2.56429 -0.494 -0.370 0.401 0.2725
Ca -4.33236 -0.52762 1.28261 4.312 -3.648 -1.599 1.4241
F -7.09839 -1.76276 4.27025 0.361 -0.116 -0.312 -0.8977
C -2.39580 -3.12145 -2.07175 -0.035 0.149 0.134 -1.2925
C -1.46819 -2.78526 -0.92737 0.578 -0.278 -0.179 0.6316
O -1.66884 -1.89166 -0.11265 -1.392 0.587 0.196 -0.5387
N -0.34241 -3.52130 -0.79739 -0.541 0.697 -1.354 -0.6066
C 0.10970 -4.63252 -1.63181 0.192 0.839 -1.089 -1.2849
H -3.24564 -2.44579 -2.04910 -0.025 0.049 0.005 0.1862
H -1.88085 -2.99969 -3.02419 0.018 -0.037 -0.018 0.3382
H -2.76307 -4.14510 -1.98911 0.030 -0.025 -0.066 0.3823
H 0.24934 -3.22397 0.00105 0.546 1.304 0.030 0.7589
H 0.21578 -5.52340 -1.00050 0.104 -0.042 -3.175 0.6051
H 1.07979 -4.37571 -2.05720 0.011 -0.208 -0.123 0.5241
H -0.57952 -4.84910 -2.43837 -0.035 0.066 -0.070 0.3947
C 5.56954 -3.74396 -5.68174 0.115 -0.020 0.028 -1.5126
C 4.73398 -3.37226 -4.46068 -0.008 -0.051 -0.340 0.2009
C 4.00391 -4.55932 -3.82513 0.032 0.096 0.307 -0.7100
O 2.84692 -4.97827 -4.52896 0.102 -0.207 0.001 -0.2584
C 3.09915 -5.84848 -5.61656 -0.230 0.060 -0.028 -0.7685
N 3.79928 -2.30671 -4.82492 -0.019 0.058 0.142 -0.6652
H 4.95155 -3.92472 -6.56045 -0.055 -0.013 0.004 0.2843
H 6.24987 -2.93112 -5.92852 -0.012 0.063 -0.012 0.3735
H 6.16880 -4.63666 -5.49455 -0.006 -0.024 -0.002 0.3600
H 5.42099 -2.97888 -3.70738 -0.058 -0.012 0.097 0.4294
H 3.64872 -4.24302 -2.84226 -0.072 0.034 0.024 0.3448
H 4.68126 -5.40667 -3.65755 0.024 -0.011 -0.119 0.4619
H 3.93982 -6.51647 -5.41071 0.045 0.022 -0.015 0.3486
H 3.28809 -5.29378 -6.53863 0.106 -0.054 -0.007 0.2473
H 2.20406 -6.45060 -5.76933 -0.020 -0.019 0.032 0.2310
H 3.31340 -1.99364 -3.98981 0.034 0.094 0.024 0.2883
H 3.06456 -2.72721 -5.38581 -0.030 -0.001 -0.061 0.3322
C 3.09614 3.07122 0.73498 -0.229 -0.027 -0.252 -0.5287
O 1.76027 3.25362 0.24384 0.135 0.200 0.197 -0.4549
H 3.11827 3.44131 1.75525 -0.039 0.022 0.043 0.2072
H 3.36930 2.01749 0.73766 0.011 -0.096 0.054 0.2352
H 3.81026 3.64203 0.13165 0.002 -0.024 0.085 0.3087
H 1.73480 2.92748 -0.65677 0.003 -0.150 -0.056 0.2565
C 1.26206 -1.74610 2.07959 -1.005 0.068 1.305 0.3916
O 1.97753 -1.02896 1.33623 -0.009 -0.226 -0.464 -0.6937
O 0.66188 -1.29415 3.13233 0.173 0.231 -0.562 -0.7417
O 1.06262 -3.04228 1.85026 -0.377 -1.024 -1.766 -0.8572
C 1.46129 0.61291 -5.81468 0.112 0.220 -0.187 -0.8682
C 1.04771 -0.47099 -4.95258 0.289 0.689 -0.539 0.4256
N 0.73590 -1.32840 -4.27404 -0.525 -1.074 0.825 -0.3832
H 2.44040 0.38915 -6.23176 0.053 -0.004 -0.005 0.2842
H 0.74364 0.73486 -6.62200 -0.014 0.036 -0.048 0.2967
H 1.51843 1.53505 -5.24228 0.017 0.060 -0.001 0.2762
K 0.09726 -5.13568 0.70823 0.668 -1.507 7.202 1.0233
C -6.13009 8.08146 -1.62411 -0.006 0.088 -0.038 0.4453
Cl -4.87879 9.29840 -1.39010 0.026 0.004 0.019 -0.1207
Cl -7.66822 8.62415 -0.95587 -0.026 -0.015 0.023 -0.1293
Cl -6.29620 7.67288 -3.33187 -0.005 -0.031 -0.017 -0.1297
H -5.83206 7.18992 -1.09364 0.025 -0.065 0.043 -0.0529
C 4.04711 -0.23249 3.65080 0.008 0.212 0.044 -0.9459
C 3.56694 -0.43125 5.07959 0.085 -0.045 -0.182 -0.3038
C 4.70737 -0.68689 6.07697 -0.336 0.144 0.043 -0.4884
C 5.43226 -1.92569 5.80307 -0.001 0.164 0.022 0.2948
N 6.00144 -2.89767 5.58739 0.100 -0.179 -0.022 -0.4623
H 4.54383 -1.12436 3.26798 -0.010 -0.023 -0.022 0.3300
H 3.19894 -0.02339 3.00060 -0.029 -0.162 -0.087 0.0685
H 4.74893 0.60720 3.58260 0.054 -0.033 0.068 0.3713
H 2.85648 -1.25704 5.10429 -0.061 -0.005 0.009 0.2314
H 3.02587 0.45863 5.40428 -0.013 0.001 0.095 0.2990
H 4.30757 -0.74474 7.09114 0.058 -0.072 0.039 0.2988
H 5.41339 0.14497 6.06232 0.105 -0.033 -0.045 0.2776
```
Positions in Å, forces in eV/Å.

Output
Total energy   -5010.84861 hartree
E_LUMO   -2.5 eV
Total charge   0
Gap between HOMO and LUMO   2.42 eV
F_max   0.1437 hartree/bohr
E_HOMO   -4.9660 eV

=====

[3]
ORCA calculation (ωB97M-V with the def2-TZVPD basis set) on C23H44CeNP3S as an isolated structure.

The geometry in XYZ format:
```
73
Properties=species:S:1:pos:R:3:forces:R:3:mulliken_spin:R:1
Ce 0.41285 -1.05783 -0.67791 0.742 1.782 1.068 0.0546
P -0.48687 1.70925 1.56300 -0.347 0.862 -0.224 0.0034
P -2.60851 -1.11832 -0.31105 -1.025 0.874 -0.329 0.0058
P 2.52748 1.06206 -0.24387 2.725 -0.309 0.109 -0.0138
H 1.66714 -2.75678 -3.66511 0.017 0.308 0.809 0.0029
C 2.34177 -2.26169 -2.93578 -0.263 -2.568 0.148 -0.0135
C 2.40143 -2.66582 -1.53844 -0.089 0.818 -1.760 0.0405
H 1.71143 -3.44830 -1.15723 0.619 0.123 -0.490 0.0038
C -1.00059 3.28030 0.73571 0.032 -0.174 -0.305 -0.0003
C -1.92926 1.52715 2.65575 -0.082 -0.708 0.146 0.0004
C 0.65461 2.39771 2.82694 0.277 -0.466 -0.103 0.0013
C -3.45808 -2.52691 -1.08436 -0.066 -0.162 0.694 0.0035
C -3.68880 -0.82164 1.15904 0.654 -0.156 0.240 -0.0017
C -2.99480 0.40360 -1.34225 0.132 -0.023 -0.219 -0.0130
C 3.96900 0.52807 -1.33540 -0.544 -0.464 -0.690 0.0059
C 3.59730 1.22855 1.28004 -0.481 -0.344 0.687 -0.0063
C 2.41630 2.79983 -0.71569 -0.440 0.380 -0.300 0.0055
H 3.26469 -2.07246 -3.53666 -0.524 0.479 1.066 0.0096
H 3.44207 -2.65735 -1.22046 -0.424 -0.109 0.709 0.0018
H -1.32062 3.99539 1.50055 0.060 -0.047 -0.146 -0.0001
H -1.84178 3.09807 0.04893 0.244 0.049 0.229 0.0000
H -0.17852 3.71483 0.15518 -0.179 -0.039 0.157 0.0000
H -1.87525 2.16136 3.53488 0.023 0.254 -0.095 0.0002
H -1.93459 0.50056 3.00895 -0.182 -0.066 0.272 -0.0003
H -2.84979 1.72975 2.12336 -0.206 -0.041 -0.074 0.0002
H 0.08775 2.73396 3.68856 -0.034 0.153 0.006 0.0005
H 1.22271 3.23252 2.43654 0.205 0.131 -0.096 -0.0001
H 1.32960 1.61796 3.16206 0.173 -0.008 0.205 -0.0006
H -4.53741 -2.43058 -0.94091 0.102 -0.031 -0.197 0.0004
H -3.12156 -3.43311 -0.56240 -0.177 0.099 -0.139 -0.0002
H -3.21642 -2.62789 -2.12202 0.072 -0.086 -0.700 -0.0001
H -4.36523 0.03379 1.02003 0.225 -0.377 -0.110 -0.0004
H -3.00778 -0.60412 1.97930 -0.426 -0.070 0.125 0.0005
H -4.26201 -1.71793 1.40975 0.079 0.100 -0.112 0.0001
H -3.68174 0.14749 -2.18647 0.477 0.280 0.702 -0.0002
H -2.05287 0.83582 -1.76872 -0.694 -0.194 0.218 0.0138
H -3.46363 1.17098 -0.67703 0.391 -0.598 -0.685 -0.0002
H 4.61923 1.40601 -1.51939 -0.354 -0.494 0.217 0.0009
H 3.56158 0.17154 -2.30344 0.895 0.450 0.684 0.0035
H 4.55756 -0.29465 -0.89222 -0.379 0.440 0.017 -0.0009
H 4.52865 1.77669 1.07993 -0.401 -0.016 -0.396 -0.0008
H 3.89434 0.24832 1.67452 -0.019 0.223 -0.245 -0.0002
H 3.05985 1.75459 2.07223 0.137 -0.055 -0.128 0.0006
H 3.28538 3.08287 -1.31065 -0.051 0.140 0.231 -0.0003
H 2.32238 3.42895 0.16703 0.063 0.122 -0.035 0.0000
H 1.51900 2.91410 -1.32165 0.078 0.378 -0.085 -0.0001
C 0.02164 0.19206 -3.94059 1.570 -0.934 2.462 0.1414
C -0.20496 1.58806 -4.06618 -0.713 0.285 -1.972 0.0973
C -1.06489 1.92552 -5.14080 1.155 0.004 1.224 0.0090
C -1.68629 0.89976 -5.87288 -0.142 -0.489 0.196 0.2328
C -1.76998 -0.44116 -5.37378 0.391 -0.431 0.526 0.0224
C -0.87770 -0.82342 -4.37327 -1.142 0.782 -0.882 0.0461
S 1.51584 -0.27506 -3.06222 -1.912 1.738 -1.751 0.2846
H 0.89665 1.10378 -0.96127 -0.263 -1.653 0.257 0.0416
H 0.36674 2.32834 -3.46394 -0.440 -0.664 -0.764 0.0036
H -1.17041 2.96537 -5.44764 -0.060 -0.253 0.048 0.0024
H -2.11534 1.13146 -6.84040 -0.324 0.053 0.150 0.0026
H -2.50939 -1.15618 -5.77982 0.624 0.546 0.079 0.0027
H -0.89714 -1.81321 -3.88809 0.282 0.424 -0.699 0.0044
C 0.00809 -2.29311 5.83982 -0.068 -0.888 0.150 0.0000
C 0.29719 -2.22492 4.36916 0.020 -0.082 0.473 0.0003
C 1.48220 -1.62368 3.92592 -0.115 0.369 -0.869 0.0007
C 1.58590 -1.33128 2.57077 -0.519 -1.083 0.477 0.0013
N 0.70177 -1.82668 1.68774 -0.723 0.638 -0.792 -0.0030
C -0.39024 -2.51538 2.08936 0.795 -0.107 0.622 -0.0009
C -0.61122 -2.76477 3.44271 -0.052 0.405 -0.779 -0.0010
H 0.87367 -2.79030 6.33385 -0.712 0.277 -0.073 0.0000
H -0.13350 -1.30417 6.31463 0.119 -0.412 -0.422 0.0000
H -0.91699 -2.89367 5.96222 0.667 0.366 0.371 0.0000
H 2.29412 -1.37085 4.60576 -0.396 0.237 -0.004 0.0001
H 2.33471 -0.70918 2.12110 0.430 -0.121 0.267 0.0035
H -1.06503 -2.83175 1.27809 0.226 -0.171 0.614 0.0013
H -1.48339 -3.34227 3.75661 0.263 0.323 0.018 0.0000
```
Positions in Å, forces in eV/Å.

Output
Total energy   -2853.73775 hartree
E_LUMO (alpha / beta)   -10.1 / -12.2 eV
2S+1   2
Total charge   +3
Gap between HOMO and LUMO (alpha / beta)   6.30 / 4.13 eV
F_max   0.0607 hartree/bohr
Relative energy (zero: lowest compared OMol25 entry of this formula, charge and spin)   3.7867 eV
E_HOMO (alpha / beta)   -16.3706 / -16.3637 eV

=====

Question: The lowest total energy belongs to which entry?
Answer: C23H44CaCl3F5KN5O9

=====

Question: The highest F_max belongs to which entry?
Answer: C23H44CaCl3F5KN5O9

=====

Question: Which of these has the highest total charge?
Answer: C23H44CeNP3S